{"formula": "C4H6IN3O", "method": "wB97M-V/def2-TZVPD", "symbols": ["H", "N", "H", "H", "N", "C", "H", "C", "I", "O", "C", "H", "N", "C", "H"], "coordinates": [[-0.0856, -3.8037, 1.2707], [0.1706, -3.0708, 0.6310], [-0.4459, 0.9366, 1.3142], [-0.6237, 2.4302, 0.3795], [1.4487, -2.6858, 0.4941], [-0.3866, 1.3611, 0.3156], [2.2778, -1.2297, -0.7563], [-0.6224, -2.3674, -0.2547], [-2.9877, -0.2344, -0.0787], [-1.8537, -2.5140, -0.3552], [-1.2965, 0.6939, -0.6348], [0.6379, 1.2782, -0.0512], [0.1859, -1.5307, -0.9363], [1.4023, -1.7484, -0.4220], [-1.1976, 0.9051, -1.6866]], "forces_ev_per_angstrom": [[0.0, 0.1, -0.1], [-0.2, 0.5, -0.4], [0.0, 0.0, 0.0], [0.0, -0.1, -0.1], [1.0, 0.1, 0.3], [0.1, -0.1, 0.1], [0.3, 0.0, 0.0], [0.2, -0.6, 0.5], [1.1, 0.8, -0.4], [-0.7, -0.4, -0.2], [-0.7, -0.8, 0.5], [0.0, 0.0, 0.0], [-1.2, 0.9, -0.6], [0.3, -0.5, 0.6], [0.0, -0.2, -0.2]], "e_above_lowest_kj_mol": 133.9, "orbital_gap_ha": [0.2308, 0.2224], "e_tot_ha": -693.110572, "homo_energy_ha": [-0.28976, -0.28721]}

{"formula": "F2HNS", "method": "wB97M-V/def2-TZVPD", "symbols": ["S", "N", "H", "F", "F"], "coordinates": [[0.2653, -0.0349, -0.5734], [0.0177, 0.6853, 0.7578], [1.3233, -0.6499, -0.1158], [-1.1733, 1.6335, 0.5671], [-0.4330, -1.6340, -0.6357]], "forces_ev_per_angstrom": [[-1.9, -1.2, -1.1], [-1.7, 1.7, 1.0], [1.1, -0.1, 0.4], [2.1, -1.7, -0.2], [0.4, 1.2, -0.1]], "e_above_lowest_kj_mol": 270.5, "orbital_gap_ha": 0.4003, "e_tot_ha": -653.123292, "homo_energy_ha": -0.41246}

{"formula": "C43H47AuN5P2SSi2", "method": "wB97M-V/def2-TZVPD", "symbols": ["H", "H", "C", "C", "H", "H", "C", "H", "C", "H", "C", "H", "H", "C", "C", "H", "H", "C", "H", "H", "H", "C", "C", "H", "N", "P", "H", "Si", "H", "H", "C", "H", "S", "C", "H", "C", "C", "C", "H", "C", "H", "C", "H", "N", "H", "Si", "N", "H", "H", "H", "H", "C", "H", "C", "H", "C", "C", "C", "C", "C", "C", "H", "N", "H", "H", "C", "C", "H", "Au", "C", "P", "C", "H", "H", "C", "C", "C", "N", "H", "C", "H", "H", "C", "C", "H", "H", "H", "H", "C", "H", "C", "C", "C", "C", "H", "C", "C", "H", "H", "H", "C"], "coordinates": [[-1.8182, 0.4921, -2.5181], [1.7101, -6.8298, -3.9916], [1.2074, 1.2899, -4.1675], [-2.6837, 2.6234, 1.6596], [-1.4145, 3.4601, 6.6910], [0.7622, -1.8378, 2.1588], [0.7545, 1.6443, 4.0874], [4.8474, -0.0685, 1.2653], [-0.4149, -1.8882, -0.1959], [2.8719, -2.8036, -3.1239], [0.0535, -2.3221, 2.8185], [-6.1892, -4.4807, -1.3991], [-3.9105, -0.5416, 3.7421], [0.4825, -2.7973, 4.0480], [0.5315, 4.8469, 0.0253], [5.2826, -2.1375, 2.5392], [-4.0229, -4.4080, -2.5919], [-5.3454, -3.9658, -0.9598], [-2.3382, 0.2194, 3.9937], [2.1664, 1.0267, -4.6187], [-1.7658, 2.7940, 2.2240], [1.5565, -5.9076, -3.4471], [0.6009, -1.5886, -4.8915], [3.2208, -4.9117, -4.3691], [-0.1464, 2.6760, -0.6864], [1.0116, -1.9851, -1.1647], [2.0438, -4.0724, 0.5212], [-3.2234, 0.8339, 1.7635], [-1.0209, 2.5182, -2.5371], [1.4151, 1.9724, -3.3430], [4.4708, -2.1042, 1.8243], [0.1700, -1.2388, -5.8330], [1.7882, 0.8894, 2.8690], [-0.4914, 4.5584, -2.1098], [-2.4518, -4.0291, 5.1990], [0.5209, -5.8115, -2.5304], [2.6541, -3.1939, 0.6938], [-0.4297, 3.6066, 4.7999], [0.6258, 1.8240, -4.9228], [-1.7475, -3.5447, 4.5359], [-0.1294, -6.6579, -2.3535], [-3.0482, -3.2723, -1.0609], [-3.4643, 3.2399, 2.1132], [0.7686, 3.6057, 2.6688], [2.9903, 0.0085, -0.3787], [0.3494, -0.2704, -3.5875], [1.0486, -0.6570, -2.0417], [-5.4225, 1.6684, 0.9842], [-0.8640, 4.9404, -3.0491], [-0.4684, -4.5611, -1.0926], [-5.5578, -0.0260, 1.4263], [-0.5816, 3.2050, -1.8275], [0.3333, 4.5100, 2.5513], [2.3996, -2.0184, -0.0136], [1.0085, 5.4720, 0.7686], [3.1871, -0.8916, 0.1911], [-0.4185, -3.4040, 4.9118], [4.2268, -0.9410, 1.1077], [1.1564, -3.5413, -2.0573], [-2.1771, -3.0821, 3.3013], [2.2111, -3.6484, -2.9666], [-6.4373, -3.3290, 0.7734], [1.1778, 1.6289, 1.4661], [-3.8166, 1.1709, 4.1456], [-2.5411, 2.9643, 0.6324], [0.8111, 2.8476, 1.5138], [-4.1302, -3.9306, -1.6268], [-2.1105, -3.2176, -1.5981], [-0.1412, 0.3573, -0.2580], [-1.2799, -2.4583, 2.4352], [-1.7780, -1.7177, 0.8537], [0.0890, 5.3905, -1.1704], [-4.8123, 0.4224, -0.1080], [1.6586, -1.7906, -5.0712], [0.3701, 2.9595, 3.8713], [-4.9087, 0.7053, 0.9422], [-1.5161, -0.0484, -3.4187], [-2.0584, -0.1516, 0.9394], [3.8839, -4.1448, 2.1654], [-0.8111, 2.9432, 5.9574], [0.6108, -0.0734, 5.3527], [-0.7445, 4.6289, 4.6240], [0.3855, 3.4858, 0.2381], [3.6860, -3.2330, 1.6180], [-1.9344, 0.4697, -4.2856], [-4.5390, -2.1349, 1.7654], [-0.7423, 1.1085, 7.0676], [0.1977, 6.4491, -1.3626], [-3.1696, -2.6524, 0.1812], [-3.2080, -3.2368, 3.0138], [0.3341, 0.9652, 5.2204], [-5.4832, -3.3233, 0.2632], [-3.3349, 0.3726, 3.5753], [-4.4057, -2.6620, 0.8278], [1.5253, -2.6936, 4.3221], [0.3206, -4.6288, -1.8310], [-0.4321, 1.6261, 6.1704], [-0.0846, -3.7801, 5.8701], [-1.9949, -1.0309, -3.3674], [0.1142, -2.5321, -4.6366], [2.4062, -4.8293, -3.6623]], "forces_ev_per_angstrom": [[0.0, 0.0, 0.0], [0.0, 0.0, 0.0], [-0.1, 0.0, 0.0], [0.0, 0.0, 0.0], [0.0, 0.0, 0.0], [0.0, 0.0, 0.0], [0.1, 0.0, -0.2], [0.0, 0.0, 0.0], [0.1, 0.6, 0.0], [0.0, 0.0, 0.0], [0.0, 0.1, 0.0], [0.0, 0.0, 0.0], [0.0, 0.0, 0.0], [0.0, 0.0, 0.0], [0.0, 0.0, 0.0], [0.0, 0.0, 0.0], [0.0, 0.0, 0.0], [0.0, 0.0, 0.0], [0.1, 0.0, 0.0], [0.0, 0.0, 0.0], [0.0, 0.0, 0.0], [0.0, 0.0, 0.0], [0.0, 0.0, 0.1], [0.0, 0.0, 0.0], [0.0, -0.2, 0.1], [0.2, -0.1, -0.2], [0.0, 0.0, 0.0], [0.0, 0.1, -0.1], [0.0, 0.0, 0.0], [0.0, 0.0, 0.0], [0.0, 0.0, 0.0], [0.0, 0.0, 0.0], [0.0, 0.0, 0.2], [0.0, 0.0, 0.0], [0.0, 0.0, 0.0], [0.0, 0.0, 0.0], [0.1, 0.1, 0.0], [0.0, 0.0, 0.0], [0.0, 0.0, 0.0], [0.0, 0.0, 0.0], [0.0, 0.0, 0.0], [0.0, 0.0, 0.1], [0.0, 0.0, 0.0], [-0.1, 0.1, -0.1], [0.0, 0.0, 0.0], [0.0, 0.1, 0.0], [0.1, -0.2, -0.1], [0.0, 0.0, 0.0], [0.0, 0.0, 0.0], [0.0, 0.0, 0.0], [0.0, 0.0, 0.0], [0.0, 0.0, 0.0], [0.0, 0.0, 0.0], [-0.1, -0.2, 0.1], [0.0, 0.0, 0.0], [0.0, 0.0, -0.1], [0.0, 0.0, 0.0], [0.0, 0.0, 0.0], [0.1, 0.1, -0.1], [0.0, -0.1, 0.0], [0.0, -0.1, 0.0], [0.0, 0.0, 0.0], [0.1, -0.1, 0.0], [0.0, 0.0, 0.0], [0.0, 0.0, 0.0], [0.0, -0.1, 0.1], [0.0, 0.0, 0.0], [0.0, 0.0, 0.0], [-0.3, -0.1, -0.2], [-0.1, 0.0, -0.1], [-0.3, 0.0, 0.3], [0.0, 0.0, 0.0], [0.0, 0.0, 0.0], [0.0, 0.0, 0.0], [0.0, 0.0, 0.1], [0.0, 0.0, 0.0], [0.1, 0.0, 0.0], [0.1, -0.2, 0.1], [0.0, 0.0, 0.0], [0.0, 0.0, 0.0], [0.0, 0.0, 0.0], [0.0, 0.0, 0.0], [-0.1, 0.1, -0.1], [0.0, 0.0, -0.1], [0.0, 0.0, 0.0], [0.0, 0.0, 0.0], [0.0, 0.0, 0.0], [0.0, 0.0, 0.0], [0.1, 0.0, -0.1], [0.0, 0.0, 0.0], [0.0, 0.0, 0.0], [0.0, 0.0, 0.0], [0.0, 0.0, 0.0], [0.0, 0.0, 0.0], [0.0, 0.0, 0.0], [0.0, 0.1, 0.0], [0.0, 0.0, 0.0], [0.0, 0.0, 0.0], [0.0, 0.0, 0.0], [0.0, 0.0, 0.0], [0.0, 0.1, 0.0]], "e_above_lowest_kj_mol": 0.0, "charge": 1, "multiplicity": 3, "orbital_gap_ha": [0.2689, 0.2371], "e_tot_ha": -3736.006387, "homo_energy_ha": [-0.36369, -0.37557]}

{"formula": "C30H66ClNO11S7Si", "method": "wB97M-V/def2-TZVPD", "symbols": ["H", "S", "H", "O", "H", "H", "H", "H", "H", "H", "S", "H", "H", "O", "S", "C", "C", "C", "H", "Cl", "O", "H", "C", "H", "N", "O", "H", "H", "H", "H", "H", "C", "H", "S", "C", "H", "H", "H", "H", "C", "O", "O", "O", "C", "H", "H", "C", "C", "H", "H", "H", "H", "H", "O", "H", "C", "H", "H", "H", "H", "H", "H", "C", "H", "S", "H", "H", "O", "H", "C", "H", "C", "H", "C", "S", "H", "C", "C", "O", "C", "H", "C", "H", "C", "H", "C", "H", "H", "H", "C", "H", "H", "H", "O", "H", "H", "C", "C", "C", "H", "C", "S", "H", "C", "H", "Si", "H", "C", "H", "H", "C", "H", "H", "C", "H", "H", "H"], "coordinates": [[4.8264, 1.6682, -3.0026], [-5.1097, 3.6254, 0.3528], [-6.0807, -2.3092, -2.2492], [6.5228, -1.8051, -8.7802], [5.0518, -1.7680, -4.7675], [1.0960, 1.8237, 6.6617], [0.8233, -1.5181, -8.4259], [-0.2341, 2.9461, 6.2513], [-2.5803, 2.3889, 6.6620], [0.4181, -1.4098, 5.1714], [3.0033, -0.5374, -8.2366], [0.6447, 1.5344, -0.5667], [-3.2477, 0.6747, 2.6735], [-0.9617, -1.3900, 3.5582], [7.2384, -0.5993, -8.2724], [-1.6884, 1.8103, 3.7857], [-1.3688, -3.6675, 4.7403], [-1.1358, -2.7507, 3.5063], [0.7821, -8.2595, 1.8032], [-0.4308, -0.3131, 8.1932], [-4.4353, 3.8689, 1.6629], [-3.1243, 3.2529, -0.9038], [-0.5476, -0.9190, 4.8804], [9.3782, -0.3038, -7.2332], [3.9445, 1.5282, 2.3899], [2.9086, -0.4328, -2.2306], [-0.6577, 2.0362, 8.4627], [-5.6167, 5.9635, 0.1250], [-5.5816, 0.2407, 3.3895], [-4.4097, 1.8321, 5.3384], [1.0489, -4.4466, 1.8126], [-4.2767, 1.8596, 4.2327], [-0.7028, -7.7814, 0.9263], [1.1454, -6.3506, 0.3875], [-3.7885, -0.6706, -1.8291], [-3.4963, 4.9904, -0.7867], [3.6732, -2.6294, -4.0425], [0.2791, 5.1557, -1.7316], [5.6799, 0.2073, -2.4483], [0.4652, 4.0822, -1.7323], [0.9775, 3.9726, 0.8768], [-1.1481, -3.2590, 2.4121], [-5.6210, 1.2355, -2.1114], [3.1298, 0.4714, 2.1802], [-1.3980, 2.0017, 2.7172], [0.8809, 3.7872, -2.6968], [1.8583, 0.2012, 2.8046], [4.4329, -1.8667, -3.8744], [-3.0551, 0.0609, 4.3494], [-0.5528, -3.6189, 5.5031], [3.4981, -0.3047, 1.4650], [1.2720, -0.7169, 2.5868], [-7.7789, -0.1647, 3.8666], [3.6306, 0.3390, -7.2062], [7.2381, 0.5945, -10.3316], [0.0012, 1.8563, 6.4076], [-3.9385, -0.6212, -0.7497], [-6.6005, 4.9512, -0.9749], [-6.3701, -1.2156, -0.8627], [8.6136, -0.5320, -10.2412], [-4.4133, 3.9462, -1.9151], [-2.9268, 0.5869, 6.9817], [1.3691, 1.1793, 3.7668], [5.0477, -2.1487, -3.0183], [3.6036, -0.3015, -3.5451], [2.0311, 1.7050, -1.6817], [0.5976, -8.6483, 0.0759], [2.6209, -6.5410, 0.4596], [8.5168, -1.7315, -6.6125], [3.4555, 2.4327, 3.2684], [1.0309, -5.9571, 2.7540], [-3.9189, 3.9968, -0.9447], [4.5946, -2.2985, -8.0959], [1.2817, -0.7843, -7.7616], [-5.2689, -0.0955, -2.6811], [5.7033, 0.6622, -4.1796], [-6.1831, 5.0361, 0.0290], [1.6553, 1.9290, -0.6846], [-6.6612, 1.5477, 4.6594], [8.0202, 0.1962, -9.6866], [3.3250, -2.4751, -6.8574], [-7.4485, 0.4120, 4.7717], [2.9890, -2.9100, -8.5615], [2.2162, 2.3602, 4.0008], [-3.5687, -1.6948, -2.1325], [-5.6425, 1.3296, 3.6252], [-2.9578, -0.0242, -2.1103], [-1.3451, -1.1720, 5.6313], [-7.3924, -1.1090, -2.3162], [0.3771, -7.9150, 0.8507], [-2.3829, -3.5201, 5.1885], [-1.9167, 2.8167, 4.2327], [1.2276, -1.1268, -6.7271], [-7.7458, 0.0297, 5.8644], [1.8662, 3.1163, 4.7332], [9.3154, -1.8071, -8.2016], [5.1080, 0.6492, -3.2657], [-0.8911, 1.3650, 7.5947], [8.7693, -1.1657, -7.5085], [-2.8818, 1.8444, 8.3289], [-3.0466, 0.9928, 3.7326], [1.6521, 3.7092, -0.4265], [-6.9914, 5.0269, 0.7593], [-2.4390, 1.5148, 7.3524], [8.6542, 1.0127, -9.3392], [-0.2743, 0.9700, 4.7399], [-0.4696, 3.5507, -1.5466], [3.5251, -2.2264, -7.9014], [4.1032, 3.3177, 3.4798], [2.3101, 1.4738, 0.0563], [-6.3857, -1.3057, -1.9498], [-4.1032, 2.8990, 3.8622], [0.7587, 0.1666, -7.8570], [0.6424, -5.4543, 1.8660], [-1.3592, -4.7208, 4.3601], [-0.4438, -5.4021, 1.9081], [-5.8340, 1.9607, 2.7258]], "forces_ev_per_angstrom": [[-0.1, -0.1, 0.0], [-0.1, -0.1, -0.1], [0.0, 0.0, 0.0], [0.2, 0.0, -0.1], [-0.1, 0.1, 0.0], [-1.0, -0.1, 0.0], [0.1, 0.0, 0.0], [0.1, -0.9, 0.1], [0.0, -1.0, 0.4], [-0.8, 0.3, -0.1], [0.0, -0.2, 0.0], [0.0, 0.1, 0.0], [0.2, 0.3, 0.9], [0.3, -1.3, 1.4], [0.0, 0.2, 0.1], [-0.9, -0.2, -0.5], [0.2, -0.3, 0.0], [-0.3, -0.5, -0.8], [0.0, 0.1, 0.0], [-0.2, 0.7, -0.4], [0.0, 0.1, -0.1], [-0.1, 0.0, 0.1], [-0.3, 0.1, 0.5], [-0.1, 0.0, 0.0], [-2.0, -0.1, 0.9], [0.2, -0.1, -0.1], [-0.1, -0.8, -0.7], [0.0, -0.1, 0.0], [0.0, 0.8, 0.0], [0.4, 0.1, -0.8], [0.0, -0.1, -0.1], [-0.1, -0.6, -0.9], [0.0, 0.0, 0.0], [0.1, 0.1, 0.1], [0.0, 0.0, 0.1], [0.0, 0.0, 0.1], [0.0, 0.1, 0.0], [0.1, 0.0, 0.1], [-0.1, 0.0, 0.0], [-0.1, 0.0, -0.1], [0.0, 0.0, -0.2], [-0.2, 0.4, 0.3], [0.1, -0.1, 0.0], [-0.8, -1.2, 0.1], [0.0, -0.1, 1.1], [0.0, 0.0, 0.0], [0.8, 2.1, 1.0], [0.1, -0.1, 0.0], [0.3, 0.6, -0.5], [-0.9, 0.3, -0.5], [-0.2, 0.8, 0.6], [0.6, 0.8, 0.0], [0.6, 0.9, 0.2], [0.0, -0.1, 0.0], [0.0, 0.0, 0.1], [0.1, -0.3, 0.4], [-0.1, 0.0, 0.0], [0.0, -0.1, 0.0], [0.0, 0.1, 0.0], [0.0, 0.0, 0.1], [0.0, -0.1, 0.1], [0.3, 0.7, 0.1], [1.7, 0.5, -0.7], [-0.1, 0.1, 0.0], [-0.1, 0.0, -0.1], [0.0, 0.0, 0.1], [0.0, 0.1, 0.0], [-0.2, -0.1, 0.0], [-0.1, 0.0, -0.1], [-0.6, 0.9, 1.2], [0.1, -0.1, -0.1], [0.1, 0.1, -0.1], [0.0, 0.1, -0.1], [-0.1, 0.1, 0.1], [0.0, 0.0, 0.0], [-0.1, 0.0, 0.0], [0.0, 0.2, 0.0], [-0.1, 0.1, 0.0], [-0.5, -1.8, -1.5], [0.1, 0.0, -0.1], [-0.1, 0.1, 0.0], [0.5, 0.6, 1.2], [0.0, 0.1, 0.0], [-0.2, -2.5, -1.5], [0.0, 0.0, 0.0], [1.3, 1.1, 0.3], [-0.1, 0.0, -0.1], [0.8, 0.2, -0.6], [0.1, 0.1, 0.0], [0.0, -0.1, 0.1], [1.0, 0.2, -0.2], [0.4, -0.8, -0.4], [0.1, 0.0, 0.0], [-0.4, -0.1, -0.3], [0.7, -0.4, -0.8], [-0.1, 0.0, 0.0], [0.1, 0.0, 0.1], [0.0, 1.3, 0.4], [0.1, -0.1, 0.0], [0.1, -0.7, -0.9], [-0.8, 0.4, 0.3], [0.0, -0.2, 0.1], [0.1, -0.1, 0.0], [0.7, 0.6, 0.5], [-0.1, 0.0, 0.0], [0.5, 0.6, -0.8], [0.1, 0.0, 0.1], [0.0, -0.1, 0.1], [-0.5, -0.8, -0.4], [0.0, 0.1, -0.1], [-0.1, 0.0, 0.1], [-0.4, -0.7, 0.5], [0.1, 0.0, 0.0], [0.1, -0.2, 0.1], [0.0, 1.1, 0.1], [0.1, 0.1, -0.1], [-0.2, -0.8, 0.6]], "orbital_gap_ha": 0.3198, "e_tot_ha": -5601.822208, "homo_energy_ha": -0.31187}